A single C4H6N2OS molecule at a distorted geometry. Source: the Open Molecules 2025 dataset; level of theory: ωB97M-V/def2-TZVPD.

CARTESIAN COORDINATES (ANGSTROEM)
S -0.523 2.401 0.634
O 2.479 -0.611 -0.240
N -0.999 -0.367 -0.621
N -1.618 -1.618 -0.575
C 1.356 -0.609 -0.635
C 0.510 1.189 0.644
C 0.196 -0.173 0.226
C -0.881 -2.599 -0.211
H 1.120 -1.137 -1.589
H 0.098 -0.794 1.135
H 1.532 1.206 0.962
H 0.168 -2.621 0.084
H -1.463 -3.523 -0.163
H -1.694 0.375 -0.431

Cartesian forces, eV/Å:
S -0.0263 0.5370 0.0622
O 1.0962 0.5073 0.2638
N -0.6675 0.8672 1.0042
N 1.4956 0.7778 0.4832
C 0.2170 -2.0994 -0.0461
C -0.7506 0.4224 0.2056
C -1.4441 -1.0449 -1.6883
C -1.4978 -0.7178 -0.0986
H -0.2850 0.6990 0.0427
H 0.4319 -0.0220 -0.1129
H 0.6109 0.6165 0.3632
H -0.2173 0.1655 -0.0846
H 0.5862 -0.0065 -0.0809
H 0.4506 -0.7023 -0.3135

Summary:
- HOMO-LUMO gap (eV) = 8.65
- E_LUMO (eV) = -0.74
- ΔE to the lowest compared entry with this formula, charge and spin (kcal per mole) = 94.9

Here are the natural (NBO) charges for atoms 1 to 5, given in e: number 1, S, carries 0.10; number 2, O, carries -0.50; number 3, N, carries -0.45; number 4, N, carries -0.20; number 5, C, carries 0.44

---

8 unconnected molecules or ions with the total composition C4H21NO10 at a distorted geometry. Source: the Open Molecules 2025 dataset; level of theory: ωB97M-V/def2-TZVPD.

CARTESIAN COORDINATES (ANGSTROEM)
O -2.512 0.723 1.907
O 1.697 2.201 2.236
O 1.505 3.626 -0.288
O -0.409 2.767 1.733
O -0.788 -1.480 -4.046
O -2.736 -2.488 0.379
O -0.145 -2.872 0.963
O 0.935 -1.034 -1.273
O 1.801 0.157 -3.421
O -2.430 -0.018 -0.678
N -0.092 -0.219 1.854
C 0.530 2.033 1.587
C 0.494 0.695 0.831
C 1.826 -0.946 -0.468
C 1.923 0.255 0.477
H 0.073 -1.972 1.327
H -2.539 -0.965 -0.394
H 2.321 1.109 -0.068
H 2.540 0.008 1.335
H 0.836 3.405 -0.942
H -3.054 -2.477 1.285
H -1.550 -0.107 -1.071
H -0.952 0.178 2.197
H -0.773 -1.824 -3.141
H -0.127 0.691 -0.051
H 1.809 3.095 2.579
H -0.113 -3.503 1.688
H -2.572 1.555 1.425
H 1.035 -0.257 -3.001
H 2.592 -1.730 -0.346
H 1.923 -0.364 -4.221
H 0.570 -0.347 2.613
H -1.782 -2.718 0.409
H -2.776 0.091 1.219
H -1.427 -0.763 -3.942
H 2.366 3.494 -0.693

Cartesian forces, eV/Å:
O -1.1257 0.0576 0.1711
O 0.6437 -0.4051 -0.1038
O 0.1432 0.0133 0.2240
O -0.0269 0.0529 -0.2157
O -0.2566 0.2483 0.6553
O -0.2011 -0.0364 -0.4306
O 0.4509 -0.0482 -0.0330
O -0.1218 -0.4965 0.1953
O 0.0658 0.1299 -0.2253
O 0.5073 -1.0411 -0.5497
N 1.5740 -0.8671 -0.7862
C -0.4333 0.3359 -0.2984
C 0.9241 0.0412 2.3119
C -0.0427 0.7233 0.5078
C -1.0971 -0.5995 -0.9179
H -0.6415 -0.2103 -0.0014
H -0.5755 0.4279 -0.0407
H 0.5688 -0.1596 -0.1028
H 0.0255 0.1984 0.1124
H 0.0716 0.0555 -0.2185
H 0.1160 -0.0599 0.0705
H -0.0828 0.4590 -0.0874
H -0.5296 0.0453 0.1043
H 0.2371 -0.3133 -0.1783
H -0.1112 0.4211 0.0729
H -0.5476 0.1077 0.0414
H 0.0829 0.0828 0.0330
H 0.1899 0.1867 0.1753
H 0.2221 0.0628 -0.2192
H -0.0405 -0.0775 -0.2535
H -0.0478 0.1110 -0.0150
H 0.0432 0.3147 0.0780
H -0.0666 -0.0644 0.4653
H 0.1719 0.2557 0.1316
H 0.0103 0.0227 -0.3936
H -0.1000 0.0253 -0.2788

Summary:
- HOMO-LUMO gap (eV) = 10.10
- E_LUMO (eV) = 0.28
- ΔE to the lowest compared entry with this formula, charge and spin (kcal per mole) = 8.5

Here are the natural (NBO) charges for atoms 1 to 5, given in e: number 1, O, carries -0.96; number 2, O, carries -0.72; number 3, O, carries -0.95; number 4, O, carries -0.60; number 5, O, carries -0.94

---

The lowest ΔE to the lowest compared entry with this formula, charge and spin belongs to which entry?
C4H21NO10